Run a
{"formula": "C3H8N", "method": "wB97M-V/def2-TZVPD", "species": ["C", "C", "C", "N", "H", "H", "H", "H", "H", "H", "H", "H"], "xyz": [[0.809, 1.723, -0.532], [-0.169, 0.663, -0.156], [0.064, -0.652, -0.237], [-0.644, -1.574, 0.757], [0.911, 2.320, 0.382], [0.497, 2.389, -1.328], [1.759, 1.298, -0.835], [-1.120, 1.021, 0.225], [0.910, -1.051, -0.779], [-0.723, -1.003, 1.589], [-0.050, -2.389, 0.853], [-1.577, -1.771, 0.391]], "gap_ev": 10.935, "e_homo_ev": -14.890, "e_lumo_ev": -3.96, "smiles": "C/C=C/[NH3+]", "charge": 1}

***

Run b
{"formula": "C3H8N", "method": "wB97M-V/def2-TZVPD", "species": ["C", "C", "C", "N", "H", "H", "H", "H", "H", "H", "H", "H"], "xyz": [[1.288, -0.846, -1.177], [0.593, 0.057, -0.234], [-0.623, -0.126, 0.231], [-1.237, 0.846, 1.169], [1.542, -0.277, -2.066], [2.176, -1.322, -0.775], [0.631, -1.623, -1.515], [1.121, 0.920, 0.181], [-1.292, -0.928, -0.048], [-0.814, 0.853, 2.101], [-1.157, 1.810, 0.835], [-2.228, 0.638, 1.297]], "gap_ev": 11.282, "e_homo_ev": -15.149, "e_lumo_ev": -3.87, "smiles": "C/C=C/[NH3+]", "charge": 1}

***

Which of them is least stable? Easy: run a.